# C19H23Cl2N3O3S

An isolated molecule of C19H23Cl2N3O3S (ωB97M-V/def2-TZVPD, the OMol25 dataset).

HOMO-LUMO gap = 8.43 eV
Spin multiplicity = 1
SMILES string = CCN(CC)CCNC(=O)c1ccc(Cl)c(S(=O)(=O)Nc2ccc(Cl)cc2)c1
LUMO level = 0.08 eV
Total charge = 0
Relative energy (zero: lowest compared OMol25 entry of this formula, charge and spin) = 0.571 eV

Each line ends with the Mulliken charge.
Positions of all 51 atoms, in Å:
C (-0.51, 1.53, -6.46)  -1.036
C (-0.70, 2.67, -5.46)  -0.762
N (0.21, 2.69, -4.33)  0.332
C (1.61, 2.86, -4.68)  -0.464
C (2.36, 3.58, -3.56)  -1.092
C (-0.05, 1.68, -3.32)  -0.430
C (-0.68, 2.35, -2.08)  -0.796
N (-0.94, 1.39, -1.04)  0.177
C (-2.20, 1.04, -0.67)  0.404
O (-3.20, 1.53, -1.13)  -0.673
C (-2.25, -0.02, 0.40)  -0.165
C (-3.35, -0.87, 0.44)  -0.651
C (-3.45, -1.86, 1.40)  -0.587
C (-2.42, -2.02, 2.32)  0.030
Cl (-2.46, -3.22, 3.53)  -0.184
C (-1.32, -1.16, 2.29)  0.213
S (0.00, -1.49, 3.48)  1.281
O (0.50, -2.81, 3.24)  -0.580
O (-0.40, -1.11, 4.79)  -0.636
N (1.19, -0.38, 3.06)  -0.257
C (1.78, -0.25, 1.81)  -0.382
C (2.39, 0.94, 1.44)  -0.203
C (2.93, 1.09, 0.17)  -0.823
C (2.87, 0.04, -0.73)  0.424
Cl (3.53, 0.22, -2.31)  -0.174
C (2.28, -1.16, -0.36)  -0.830
C (1.74, -1.31, 0.90)  0.068
C (-1.25, -0.15, 1.36)  -0.368
H (-1.27, 1.59, -7.23)  0.421
H (0.47, 1.59, -6.92)  0.267
H (-0.60, 0.56, -5.96)  0.287
H (-0.59, 3.63, -5.98)  0.425
H (-1.71, 2.64, -5.05)  0.315
H (1.66, 3.46, -5.58)  0.525
H (2.11, 1.89, -4.88)  0.280
H (2.40, 2.97, -2.66)  -0.028
H (1.87, 4.52, -3.33)  0.375
H (3.39, 3.78, -3.87)  0.418
H (0.88, 1.18, -3.03)  -0.023
H (-0.74, 0.92, -3.69)  0.285
H (-1.63, 2.81, -2.35)  0.337
H (-0.01, 3.12, -1.71)  0.182
H (-0.16, 0.85, -0.71)  -0.004
H (-4.13, -0.74, -0.29)  0.485
H (-4.30, -2.52, 1.44)  0.454
H (1.23, 0.42, 3.67)  0.253
H (2.44, 1.76, 2.14)  0.382
H (3.41, 2.02, -0.11)  0.408
H (2.25, -1.98, -1.06)  0.443
H (1.29, -2.24, 1.20)  0.579
H (-0.43, 0.54, 1.38)  1.096